{
  "formula": "C44H121N11O11",
  "method": "ωB97M-V with the def2-TZVPD basis set",
  "e_above_lowest_kcal_mol": 11.3,
  "largest_force_ev_per_a": 1.450,
  "lumo_ev": 0.42,
  "orbital_gap_ev": 8.86,
  "total_charge": 0,
  "smiles": "COC[C@H](C)N.COC[C@H](C)N.COC[C@H](C)N.COC[C@H](C)N.COC[C@H](C)N.COC[C@H](C)N.COC[C@H](C)N.COC[C@H](C)N.COC[C@H](C)N.COC[C@H](C)N.COC[C@H](C)N",
  "symbols": ["C", "O", "C", "C", "C", "N", "H", "H", "H", "H", "H", "H", "H", "H", "H", "H", "H", "C", "O", "C", "C", "C", "N", "H", "H", "H", "H", "H", "H", "H", "H", "H", "H", "H", "C", "O", "C", "C", "C", "N", "H", "H", "H", "H", "H", "H", "H", "H", "H", "H", "H", "C", "O", "C", "C", "C", "N", "H", "H", "H", "H", "H", "H", "H", "H", "H", "H", "H", "C", "O", "C", "C", "C", "N", "H", "H", "H", "H", "H", "H", "H", "H", "H", "H", "H", "C", "O", "C", "C", "C", "N", "H", "H", "H", "H", "H", "H", "H", "H", "H", "H", "H", "C", "O", "C", "C", "C", "N", "H", "H", "H", "H", "H", "H", "H", "H", "H", "H", "H", "C", "O", "C", "C", "C", "N", "H", "H", "H", "H", "H", "H", "H", "H", "H", "H", "H", "C", "O", "C", "C", "C", "N", "H", "H", "H", "H", "H", "H", "H", "H", "H", "H", "H", "C", "O", "C", "C", "C", "N", "H", "H", "H", "H", "H", "H", "H", "H", "H", "H", "H", "C", "O", "C", "C", "C", "N", "H", "H", "H", "H", "H", "H", "H", "H", "H", "H", "H"],
  "coordinates": [[0.4691, 0.5288, 4.4614], [1.1806, 1.7069, 4.7533], [0.4428, 2.5819, 5.5853], [1.2713, 3.7842, 5.9455], [2.5802, 3.4700, 6.6290], [0.4270, 4.7064, 6.7451], [1.1803, -0.1556, 3.9942], [-0.3085, 0.7083, 3.7056], [0.0671, 0.0891, 5.3773], [-0.4343, 2.9263, 5.0109], [0.0110, 2.0588, 6.4505], [1.4878, 4.2879, 4.9920], [2.9845, 2.5400, 6.2273], [2.4649, 3.3814, 7.7118], [3.3337, 4.2414, 6.4578], [-0.0454, 5.3240, 6.0897], [1.0326, 5.3359, 7.2634], [5.5227, -3.4522, -0.2185], [6.2184, -2.2763, -0.5560], [6.5611, -1.5427, 0.6049], [7.6926, -0.5945, 0.2943], [8.9440, -1.3329, -0.1300], [7.9805, 0.1518, 1.5227], [5.4113, -4.0267, -1.1400], [4.5259, -3.2413, 0.1884], [6.0808, -4.0836, 0.4808], [5.7095, -0.9410, 0.9592], [6.8808, -2.2047, 1.4178], [7.3874, 0.0767, -0.5217], [8.8138, -1.7468, -1.1301], [9.1041, -2.1744, 0.5503], [9.8364, -0.7089, -0.1177], [8.7816, 0.7573, 1.3895], [7.2169, 0.7770, 1.7610], [-1.4243, 5.5206, -1.2123], [-2.4226, 6.2336, -0.4914], [-3.3412, 6.8474, -1.3676], [-4.1967, 7.8618, -0.6469], [-4.6691, 7.3626, 0.7094], [-5.3815, 8.1338, -1.5104], [-1.9002, 4.7234, -1.7975], [-0.8080, 5.0108, -0.4742], [-0.8497, 6.2017, -1.8406], [-2.7624, 7.3689, -2.1478], [-3.9901, 6.1153, -1.8675], [-3.6445, 8.7990, -0.5102], [-3.7619, 7.1452, 1.2734], [-5.3035, 6.4817, 0.6301], [-5.2015, 8.1305, 1.2738], [-5.8135, 8.9706, -1.1266], [-5.0197, 8.4418, -2.4121], [3.3571, -0.4764, -1.2935], [3.4903, 0.7858, -1.8752], [3.9016, 0.6971, -3.2276], [3.9630, 2.0754, -3.8306], [2.6481, 2.8406, -3.6849], [4.4028, 1.8998, -5.2148], [3.0343, -0.3386, -0.2547], [4.2798, -1.0645, -1.2653], [2.5334, -1.0635, -1.7242], [4.8962, 0.2435, -3.2924], [3.1672, 0.1020, -3.7918], [4.7085, 2.6705, -3.2946], [1.7795, 2.2531, -3.9972], [2.6802, 3.7200, -4.3332], [2.5079, 3.1710, -2.6555], [3.6787, 1.4399, -5.7556], [4.5962, 2.7894, -5.6554], [-1.2488, 7.6580, 5.2297], [-1.7669, 6.3587, 5.0619], [-1.3479, 5.7634, 3.8381], [-2.2381, 4.5774, 3.5320], [-1.6724, 3.7439, 2.3993], [-3.6254, 4.9948, 3.2258], [-0.1749, 7.7156, 4.9961], [-1.4056, 7.9290, 6.2703], [-1.7241, 8.3714, 4.5449], [-1.2533, 6.4976, 3.0253], [-0.3082, 5.4208, 4.0017], [-2.2581, 3.9709, 4.4424], [-1.8899, 4.1622, 1.4145], [-2.1846, 2.7781, 2.4019], [-0.6013, 3.5889, 2.5344], [-3.9028, 5.6271, 3.9741], [-3.5026, 5.6090, 2.4229], [0.8829, -0.2964, -6.1053], [-0.5021, -0.0726, -6.0278], [-0.8059, 1.0794, -5.2766], [-2.3122, 1.2596, -5.2802], [-2.7340, 2.6106, -4.7541], [-2.9809, 0.2390, -4.4416], [1.1872, -0.5770, -5.0841], [1.4158, 0.6009, -6.4415], [1.1527, -1.1487, -6.7246], [-0.3921, 1.0315, -4.2592], [-0.3588, 1.9627, -5.7724], [-2.7010, 1.0866, -6.2854], [-2.5466, 2.6974, -3.6787], [-3.7987, 2.7818, -4.9034], [-2.1876, 3.4323, -5.2298], [-2.5611, 0.3215, -3.5083], [-2.6721, -0.6787, -4.7551], [-4.3502, -6.6859, -1.0919], [-3.1461, -6.2964, -0.4687], [-2.6867, -5.0174, -0.8439], [-2.1353, -4.9354, -2.2541], [-1.0455, -5.9727, -2.5120], [-1.6978, -3.5745, -2.4952], [-5.2108, -6.1122, -0.7306], [-4.4707, -7.7427, -0.8579], [-4.3382, -6.5970, -2.1836], [-3.4133, -4.2200, -0.6332], [-1.8683, -4.8012, -0.1368], [-2.9787, -5.1409, -2.9245], [-1.4300, -6.9714, -2.3018], [-0.1663, -5.7805, -1.8886], [-0.6959, -5.8896, -3.5430], [-1.1675, -3.1858, -1.7220], [-1.2163, -3.4502, -3.3746], [-4.0476, 1.8954, 4.3121], [-4.7000, 0.9683, 3.4808], [-4.0763, 0.8846, 2.2244], [-4.8162, -0.0615, 1.3104], [-4.6859, -1.5222, 1.7257], [-4.2411, 0.1158, -0.0369], [-4.1258, 2.9175, 3.9071], [-2.9717, 1.6917, 4.4092], [-4.5353, 1.8824, 5.2831], [-4.1127, 1.8817, 1.7458], [-3.0127, 0.6232, 2.3290], [-5.8920, 0.1488, 1.3153], [-5.2540, -1.6495, 2.6498], [-3.6542, -1.8630, 1.7997], [-5.2107, -2.1726, 1.0170], [-4.3774, 1.0628, -0.3873], [-4.8072, -0.4248, -0.6894], [-0.2769, -6.4996, 6.7138], [-0.5211, -5.6710, 5.6050], [0.1399, -6.0647, 4.4260], [-0.5037, -5.3785, 3.2390], [-0.7642, -3.9132, 3.5391], [-1.7626, -6.1329, 2.9745], [-1.1295, -6.3888, 7.3877], [0.5939, -6.1740, 7.2982], [-0.1530, -7.5517, 6.4462], [1.2038, -5.7719, 4.4689], [0.1288, -7.1525, 4.3046], [0.1578, -5.4964, 2.3781], [-1.5189, -3.7765, 4.3102], [-1.0475, -3.2877, 2.6876], [0.1627, -3.4421, 3.8965], [-2.3954, -5.5529, 2.4333], [-2.2062, -6.2720, 3.8771], [0.8638, -2.9022, 0.1204], [-0.0886, -2.0756, -0.5038], [-0.3158, -0.8656, 0.2045], [-0.6466, 0.2018, -0.8288], [-0.9949, 1.5177, -0.1994], [-1.7685, -0.1798, -1.7049], [0.5584, -3.1206, 1.1496], [1.8328, -2.3884, 0.1904], [1.0068, -3.8075, -0.4662], [-1.2001, -1.0013, 0.8402], [0.5778, -0.5726, 0.7633], [0.2157, 0.3273, -1.4941], [-1.3357, 2.2447, -0.9342], [-0.0927, 1.8962, 0.2999], [-1.7427, 1.4681, 0.5954], [-2.6126, -0.2141, -1.1240], [-1.6530, -1.1443, -2.0069], [4.0164, -6.8278, -6.1865], [3.5394, -5.5058, -6.1725], [3.2279, -5.0477, -4.8722], [2.3746, -3.7889, -5.0209], [2.1506, -3.1252, -3.6573], [1.0870, -4.0793, -5.6846], [4.7115, -7.0043, -5.3567], [4.5903, -6.9973, -7.0984], [3.1969, -7.5535, -6.1594], [2.6383, -5.8056, -4.3318], [4.1567, -4.8429, -4.3247], [2.9477, -3.1143, -5.6629], [2.8847, -3.5340, -2.9570], [1.1916, -3.4287, -3.2252], [2.1723, -2.0471, -3.7519], [1.3530, -4.4694, -6.5851], [0.6599, -4.8327, -5.1515]],
  "atomic_forces_ev_per_a": [[0.427, 0.023, -0.482], [0.161, 0.091, 0.339], [-0.816, -0.321, -0.543], [-0.124, 0.975, -0.179], [0.327, -0.224, 0.132], [0.370, 0.080, -0.280], [-0.023, -0.082, 0.187], [-0.255, 0.054, 0.298], [-0.183, -0.121, -0.114], [0.019, 0.093, 0.135], [0.415, 0.022, 0.178], [0.267, -0.263, -0.053], [0.023, 0.000, 0.121], [-0.150, -0.176, -0.026], [-0.132, 0.104, -0.052], [-0.400, -0.161, 0.262], [0.046, -0.175, 0.131], [-0.110, -0.318, -0.566], [0.113, -0.111, 0.487], [-0.046, 0.342, -0.098], [0.430, 0.608, -0.057], [-0.120, -0.597, -0.088], [-0.108, 0.210, 0.165], [-0.121, 0.061, 0.021], [0.041, 0.027, 0.083], [0.015, 0.168, 0.134], [-0.133, -0.237, 0.007], [-0.041, -0.058, -0.032], [-0.106, -0.107, -0.019], [0.061, 0.036, 0.003], [0.149, 0.070, 0.018], [-0.052, 0.139, -0.023], [0.081, -0.119, -0.049], [-0.077, -0.133, -0.008], [-0.719, -0.354, 0.545], [0.210, -0.088, -0.017], [0.406, 0.173, -0.351], [-1.094, 0.231, 0.001], [0.509, 0.274, 0.100], [0.663, 0.289, 0.151], [0.115, 0.187, -0.301], [0.254, 0.241, -0.025], [0.140, -0.112, -0.097], [-0.181, -0.058, -0.101], [0.045, -0.113, 0.146], [0.297, -0.188, 0.153], [-0.159, -0.170, 0.146], [0.082, -0.080, -0.058], [-0.115, 0.056, -0.194], [-0.245, -0.129, -0.055], [-0.188, -0.098, -0.074], [-0.696, -0.417, 0.985], [0.125, 0.153, -0.238], [-0.011, 0.051, 0.375], [-0.275, 0.475, -0.174], [-0.038, 0.096, -0.143], [0.147, -0.049, 0.082], [0.221, 0.250, -0.013], [0.068, 0.077, -0.312], [0.236, 0.031, -0.382], [-0.098, -0.208, -0.073], [0.133, -0.120, -0.046], [0.238, -0.200, -0.121], [0.066, -0.120, 0.065], [0.004, 0.066, 0.103], [-0.125, -0.069, -0.007], [-0.020, 0.042, -0.025], [-0.051, 0.013, 0.001], [0.215, 0.102, -0.229], [-0.175, 0.120, -0.485], [1.039, -0.125, 0.623], [-0.226, 0.421, -0.036], [-0.434, -0.395, 0.068], [0.858, 0.338, -0.032], [-0.001, -0.219, 0.194], [-0.059, 0.181, -0.042], [-0.196, -0.003, 0.188], [-0.542, -0.010, -0.050], [-0.101, -0.135, -0.176], [-0.036, 0.047, 0.005], [0.187, 0.309, 0.060], [0.263, 0.035, 0.048], [0.015, -0.067, -0.158], [-0.167, -0.119, 0.054], [-0.444, -0.143, -0.164], [0.048, -0.203, 1.099], [-0.039, -0.238, -0.512], [0.009, 0.729, -0.831], [-0.635, -0.963, 0.832], [0.171, 0.671, 0.018], [0.411, 0.087, 0.033], [0.509, 0.273, -0.132], [0.040, -0.009, 0.011], [-0.494, 0.041, -0.286], [-0.147, -0.152, 0.077], [0.134, -0.133, 0.085], [0.300, 0.307, -0.207], [0.053, -0.170, -0.010], [-0.024, -0.110, -0.037], [-0.057, -0.079, -0.073], [-0.277, -0.048, -0.103], [-0.138, 0.016, -0.125], [-0.058, -0.250, -0.079], [-0.142, 0.150, -0.281], [0.710, 0.291, 0.956], [-0.100, 0.036, -0.426], [-0.068, 0.116, 0.177], [-0.428, 0.312, 0.186], [0.044, -0.002, 0.134], [-0.203, 0.058, 0.076], [0.186, 0.059, 0.034], [-0.292, -0.186, -0.384], [0.035, -0.116, -0.158], [0.150, 0.011, -0.157], [0.211, -0.085, -0.136], [-0.128, -0.039, 0.189], [-0.178, -0.195, -0.093], [0.159, -0.096, -0.204], [0.076, -0.048, 0.028], [-0.025, 0.747, -0.070], [0.093, -0.504, -0.051], [-0.459, 0.843, -0.075], [0.255, -0.602, -0.404], [-0.740, -0.009, -0.087], [-0.658, -0.073, -0.276], [-0.164, -0.337, 0.026], [-0.059, -0.318, 0.144], [0.083, -0.168, 0.089], [0.128, -0.060, 0.096], [-0.045, -0.266, -0.038], [0.080, 0.381, 0.187], [0.478, -0.076, 0.240], [0.044, 0.081, 0.186], [0.183, 0.113, -0.177], [0.097, 0.115, 0.355], [0.207, -0.228, 0.059], [-0.087, 0.284, 0.648], [-0.275, -0.320, -0.072], [1.134, 0.352, -0.039], [-1.328, -0.575, 0.082], [0.765, 0.865, 0.097], [0.493, 0.376, -0.070], [-0.032, -0.157, -0.114], [0.161, -0.046, -0.291], [-0.063, 0.002, -0.103], [-0.092, 0.022, 0.122], [-0.232, -0.017, -0.065], [0.006, 0.024, -0.032], [0.009, -0.162, 0.057], [-0.226, -0.454, -0.242], [-0.098, -0.058, 0.148], [-0.049, -0.140, -0.105], [-0.125, 0.024, -0.038], [0.327, 0.344, 0.422], [0.397, -0.145, -0.050], [-0.408, 0.218, -0.651], [-0.732, -0.260, -0.925], [0.794, 0.623, 0.922], [0.060, -0.466, 0.523], [-0.003, -0.325, -0.092], [-0.013, -0.042, -0.087], [-0.223, -0.062, 0.016], [0.225, 0.065, 0.344], [-0.065, -0.084, 0.224], [0.161, 0.025, 0.207], [0.078, -0.033, -0.108], [-0.111, 0.269, -0.133], [-0.155, -0.340, -0.241], [0.191, 0.144, -0.068], [0.104, 0.049, -0.201], [0.390, -0.188, -0.064], [-0.012, 0.014, -0.062], [-0.284, 0.140, -0.275], [-0.116, -0.067, 0.254], [-0.156, -0.959, -0.112], [0.833, 0.190, 0.079], [-0.154, -0.072, 0.073], [-0.162, 0.162, -0.097], [0.002, 0.005, 0.176], [0.120, -0.017, 0.086], [-0.039, -0.021, 0.081], [-0.127, 0.049, -0.058], [0.242, 0.627, 0.087], [-0.106, 0.135, -0.219], [0.115, 0.071, 0.302], [-0.380, -0.113, -0.051], [-0.181, -0.006, -0.146]]
}